Entry 1:
# C15H10N2O4S2

An isolated molecule of C15H10N2O4S2 in a non-equilibrium geometry (ωB97M-V/def2-TZVPD, the OMol25 dataset).

```
33
Properties=species:S:1:pos:R:3
O -3.26 -0.49 0.42
C -2.23 -1.03 0.85
C -2.01 -2.46 0.76
C -2.76 -3.42 0.06
C -2.30 -4.74 -0.05
C -1.13 -5.10 0.63
C -0.42 -4.18 1.44
C -0.90 -2.86 1.47
S -0.24 -1.41 2.31
O -0.46 -1.33 3.78
O 1.15 -1.16 1.95
N -1.30 -0.31 1.55
C -1.50 0.98 2.17
C -0.69 2.02 1.45
C 0.68 2.00 1.38
C 1.07 3.16 0.63
C 2.42 3.62 0.28
C 3.57 2.92 0.47
C 4.69 3.60 -0.12
C 4.37 4.83 -0.62
S 2.65 5.16 -0.52
N 0.02 3.76 0.17
O -1.14 3.06 0.71
H -3.65 -3.09 -0.49
H -2.87 -5.43 -0.64
H -0.72 -6.12 0.59
H 0.47 -4.51 1.99
H -2.60 1.29 2.26
H -1.16 0.96 3.22
H 1.38 1.32 1.85
H 3.59 1.94 0.95
H 5.70 3.19 -0.15
H 5.10 5.45 -1.07
```

HOMO-LUMO gap = 8.16 eV
structure (SMILES) = O=C1c2ccccc2S(=O)(=O)N1Cc1cc(-c2cccs2)no1
F_max = 4.7 eV/A
highest occupied orbital energy = -0.32355 Ha
E_LUMO = -0.644 eV
calculated total energy = -1784.3730 Ha
spin multiplicity = 1

Entry 2:
# C15H10N4O6S5Sr

A structure of composition C15H10N4O6S5Sr in a non-equilibrium geometry (ωB97M-V/def2-TZVPD, the OMol25 dataset).

```
41
Properties=species:S:1:pos:R:3
Sr -0.43 0.40 0.34
O 0.85 6.31 0.63
C 0.84 4.97 0.87
C 1.68 4.07 0.21
C 1.68 2.74 0.60
N 0.84 2.29 1.54
C -0.01 3.14 2.10
C -0.04 4.49 1.83
C -1.01 2.45 2.99
O -1.29 3.02 4.05
O -1.36 1.33 2.51
C 2.57 1.64 0.01
O 3.60 1.96 -0.55
O 2.14 0.43 0.21
H 1.52 6.43 -0.06
H 2.42 4.30 -0.61
H -0.75 5.08 2.36
S -5.34 -0.27 -5.62
C -4.22 0.26 -4.48
S -4.62 1.09 -3.04
C -3.04 1.16 -2.33
C -2.05 0.69 -3.09
S -0.32 0.73 -2.68
S -2.51 0.03 -4.63
S -2.87 1.86 -0.72
C -1.38 -5.12 0.03
N -0.20 -4.31 0.34
C 0.99 -4.90 0.61
C 2.11 -4.19 0.78
C 1.99 -2.76 0.77
N 0.80 -2.18 0.60
C -0.31 -2.90 0.38
O -1.37 -2.34 0.22
N 3.08 -1.97 0.90
H -1.11 -5.94 -0.65
H -2.13 -4.48 -0.44
H -1.79 -5.52 0.97
H 1.02 -5.97 0.64
H 3.06 -4.65 0.94
H 3.99 -2.41 0.82
H 2.98 -0.97 0.66
```

HOMO-LUMO gap = 4.51 eV
net charge = -2
F_max = 1.7 eV/A
highest occupied orbital energy = -0.02794 Ha
E_LUMO = 3.750 eV
calculated total energy = -3270.0549 Ha
spin multiplicity = 1

Entry 3:
# C15H10NPtS3Sb

A structure of composition C15H10NPtS3Sb in a non-equilibrium geometry (ωB97M-V/def2-TZVPD, the OMol25 dataset).

```
31
Properties=species:S:1:pos:R:3
Pt 10.07 8.83 2.21
C 14.33 8.91 2.13
C 14.60 10.28 2.31
C 13.57 11.13 2.47
C 12.26 10.66 2.33
C 11.96 9.35 2.17
C 12.99 8.49 2.07
C 11.07 11.50 2.48
C 11.32 12.86 2.34
C 10.25 13.74 2.36
C 9.05 13.16 2.74
C 7.88 13.87 2.79
C 6.56 13.38 2.89
C 6.41 12.01 2.83
C 7.53 11.23 2.92
C 8.88 11.76 2.96
N 9.83 10.92 2.70
H 15.16 8.12 1.93
H 15.56 10.66 2.30
H 13.78 12.14 2.68
H 12.76 7.38 2.18
H 12.31 13.11 2.12
H 10.25 14.78 2.21
H 7.99 14.91 2.70
H 5.77 14.18 2.87
H 5.56 11.45 2.71
H 7.54 10.15 2.74
S 8.79 4.11 2.23
Sb 8.79 6.13 3.44
S 7.59 8.02 2.74
S 10.55 6.46 1.70
```

HOMO-LUMO gap (spin up / spin down) = 4.38 / 4.24 eV
net charge = -1
expectation value of S² = 3.7939
F_max = 5.8 eV/A
highest occupied orbital energy (spin up / spin down) = -0.07437 / -0.16824 Ha
E_LUMO (spin up / spin down) = 2.356 / -0.339 eV
calculated total energy = -2186.4632 Ha
spin multiplicity = 4

Entry 4:
# C15H11Cl2N3

An isolated molecule of C15H11Cl2N3 (ωB97M-V/def2-TZVPD, the OMol25 dataset).

```
31
Properties=species:S:1:pos:R:3
Cl -4.16 -3.36 -0.07
C -3.22 -1.91 0.04
C -1.82 -2.01 -0.06
C -1.05 -0.88 0.05
C -1.63 0.39 0.26
C -0.91 1.61 0.40
N 0.46 1.70 0.45
N 1.29 0.73 0.99
C 2.16 0.02 0.18
C 2.49 0.46 -1.10
C 3.41 -0.23 -1.86
C 4.03 -1.37 -1.36
C 3.71 -1.82 -0.09
C 2.79 -1.13 0.67
Cl 2.38 -1.71 2.26
C -1.64 2.79 0.47
C -3.03 2.74 0.44
N -3.73 1.64 0.39
C -3.06 0.47 0.29
C -3.83 -0.70 0.20
H -1.36 -2.97 -0.22
H 0.01 -0.99 -0.07
H 0.80 2.65 0.63
H 0.96 0.24 1.81
H 2.00 1.34 -1.49
H 3.65 0.12 -2.85
H 4.75 -1.90 -1.95
H 4.18 -2.70 0.31
H -1.13 3.74 0.55
H -3.61 3.66 0.50
H -4.90 -0.60 0.24
```

HOMO-LUMO gap = 8.53 eV
structure (SMILES) = Clc1ccc2c(NNc3ccccc3Cl)ccnc2c1
F_max = 0.8 eV/A
highest occupied orbital energy = -0.30499 Ha
E_LUMO = 0.232 eV
calculated total energy = -1662.8542 Ha
spin multiplicity = 1